<a>
# C3H8S

A 2-piece molecular cluster, C3H8S overall (wB97M-V/def2-TZVPD, OMol25).

ORCA input file:
```
! RIJCOSX wB97M-V def2-TZVPD def2/J DEFGRID3
* xyz 0 1
C -0.244 0.361 -1.307
C -0.727 -0.312 -0.022
S 1.383 2.049 1.295
C 0.417 -0.727 0.912
H 0.847 0.418 -1.363
H -0.476 1.429 -1.305
H -0.618 -0.107 -2.218
H -1.411 -1.153 -0.153
H -1.304 0.411 0.555
H 0.028 -1.187 1.821
H 1.173 -1.381 0.496
H 0.933 0.199 1.290
*
```

As for the lowest unoccupied orbital energy: -2.9 eV. As for the highest occupied orbital energy: -0.34797 Eh. The value obtained for the orbital gap is 6.61 eV.

=====

<b>
# C3H8S

A 2-piece molecular cluster, C3H8S overall (wB97M-V/def2-TZVPD, OMol25).

ORCA input file:
```
! RIJCOSX wB97M-V def2-TZVPD def2/J DEFGRID3
* xyz 0 1
C 0.533 -0.279 -1.209
C 0.153 0.980 -1.038
C -0.510 1.758 0.065
H 0.863 -0.632 -2.177
H 0.737 -0.985 -0.415
H 0.212 1.594 -1.936
H -1.088 2.511 -0.459
H 0.226 2.229 0.724
H -1.100 1.204 0.798
S 0.242 -2.630 2.374
H -1.054 -2.565 1.968
H 0.787 -3.187 1.306
*
```

As for the lowest unoccupied orbital energy: 0.9 eV. As for the highest occupied orbital energy: -0.35069 Eh. As for the SMILES: C=CC.S. The value obtained for the orbital gap is 10.43 eV.

=====

<c>
# C3H8S

A 2-piece molecular cluster, C3H8S overall (wB97M-V/def2-TZVPD, OMol25).

ORCA input file:
```
! RIJCOSX wB97M-V def2-TZVPD def2/J DEFGRID3
* xyz 0 1
C 0.193 0.109 1.328
C 0.987 -0.574 0.507
C 1.495 -0.053 -0.724
H 0.271 0.401 2.400
H -0.689 0.652 0.930
H 1.525 -1.573 0.781
H 2.297 -0.426 -1.302
H 0.519 -0.203 -1.492
H 1.456 0.977 -0.854
S -2.761 -0.411 -0.416
H -2.703 0.733 0.409
H -2.589 0.369 -1.568
*
```

As for the lowest unoccupied orbital energy: 0.8 eV. As for the highest occupied orbital energy: -0.30281 Eh. As for the SMILES: C=CC.S. The value obtained for the orbital gap is 9.05 eV.

=====

Best to worst by energy: <b>, <c>, <a>.

=====

<a>
# C5H6

A single C5H6 molecule (wB97M-V/def2-TZVPD, OMol25).

ORCA input file:
```
! RIJCOSX wB97M-V def2-TZVPD def2/J DEFGRID3
* xyz 0 1
C 0.419 1.102 -0.034
C -0.877 0.770 -0.096
C -1.045 -0.650 0.038
C 0.449 -1.076 -0.146
C 1.194 -0.027 0.043
H 0.694 2.113 0.277
H -1.628 1.508 -0.010
H -1.181 -0.998 1.016
H -1.916 -1.171 -0.266
H 0.905 -2.035 -0.018
H 2.290 -0.128 0.172
*
```

As for the lowest unoccupied orbital energy: 1.1 eV. As for the highest occupied orbital energy: -0.31040 Eh. As for the SMILES: C1=CCC=C1. The value obtained for the orbital gap is 9.56 eV.

=====

<b>
# C5H6

A single C5H6 molecule (wB97M-V/def2-TZVPD, OMol25).

ORCA input file:
```
! RIJCOSX wB97M-V def2-TZVPD def2/J DEFGRID3
* xyz 0 1
C -1.180 1.572 -0.781
C -0.458 0.694 -0.474
C 0.348 -0.313 0.044
C 1.539 -0.648 -0.470
C -0.354 -0.936 1.259
H -1.860 2.431 -0.971
H 1.872 -0.082 -1.343
H 2.119 -1.336 0.146
H 0.195 -1.920 1.461
H -1.498 -1.051 1.110
H -0.198 -0.258 2.126
*
```

As for the lowest unoccupied orbital energy: 1.1 eV. As for the highest occupied orbital energy: -0.33535 Eh. As for the SMILES: C#CC(=C)C. The value obtained for the orbital gap is 10.21 eV.

=====

Best to worst by energy: <a>, <b>.

=====

<a>
# C5H6

A single C5H6 molecule (wB97M-V/def2-TZVPD, OMol25).

ORCA input file:
```
! RIJCOSX wB97M-V def2-TZVPD def2/J DEFGRID3
* xyz 0 1
C -1.094 -1.600 0.681
C -0.491 -0.569 0.215
C -0.604 1.023 0.189
C 0.610 0.348 -0.417
C 1.788 0.600 -0.954
H -2.015 -1.462 1.321
H -0.936 -2.745 0.581
H -1.414 1.597 -0.348
H -0.397 1.620 1.109
H 2.142 1.517 -1.315
H 2.413 -0.330 -1.062
*
```

As for the lowest unoccupied orbital energy: 0.8 eV. As for the highest occupied orbital energy: -0.34859 Eh. As for the SMILES: C=C1CC1=C. The value obtained for the orbital gap is 10.33 eV.

=====

<b>
# C5H6

A single C5H6 molecule (wB97M-V/def2-TZVPD, OMol25).

ORCA input file:
```
! RIJCOSX wB97M-V def2-TZVPD def2/J DEFGRID3
* xyz 0 1
C -1.340 -0.812 2.623
C -1.199 -0.521 1.377
C -0.595 -0.433 0.082
C 0.274 0.579 -0.225
C 1.058 0.447 -1.545
H -1.541 -0.896 3.658
H -0.825 -1.137 -0.784
H 0.461 1.271 0.589
H 0.692 -0.422 -2.119
H 0.804 1.374 -2.277
H 2.210 0.551 -1.379
*
```

As for the lowest unoccupied orbital energy: 0.8 eV. As for the highest occupied orbital energy: -0.32069 Eh. As for the SMILES: C#C/C=C/C. The value obtained for the orbital gap is 9.55 eV.

=====

Best to worst by energy: <b>, <a>.